Arrangement a

Computed, not measured: a cluster of 4 separate species, C5H17NO2 in total, with the ωB97M-V functional and the def2-TZVPD basis.

The geometry in XYZ format:
```
25
Properties=species:S:1:pos:R:3:lowdin_spin:R:1
C -1.12 2.37 -1.61 0.005
C -0.79 1.16 -0.64 0.038
C -1.70 -0.08 -0.68 0.002
C -1.22 -1.35 0.06 0.008
N -0.82 -1.17 1.45 0.110
C 0.50 -1.85 1.64 0.084
H -1.31 3.22 -0.97 0.000
H -2.03 2.16 -2.22 0.001
H -0.33 2.82 -2.23 0.000
H 0.22 0.72 -0.84 0.014
H -0.90 1.64 0.34 0.019
H -2.65 0.33 -0.27 0.000
H -1.83 -0.34 -1.74 0.000
H -1.95 -2.16 -0.24 0.002
H -0.35 -1.62 -0.57 0.001
H -1.62 -1.55 1.95 0.004
H 0.33 -2.93 1.46 0.004
H 1.19 -1.47 0.90 0.033
H 0.82 -1.74 2.66 0.007
H 0.68 0.24 1.27 0.596
H 2.48 0.16 -1.62 0.002
O 1.88 0.07 -0.88 0.048
H 3.64 0.47 1.73 0.004
H 3.03 0.40 0.22 0.005
O 3.86 0.52 0.80 0.012
```

Calculated values
2S+1: 2
Molar mass (g/mol): 123.20
⟨S²⟩: 0.752
Charge: -1
HOMO level (alpha / beta) (eV): -3.59 / -3.60


Arrangement b

Computed, not measured: a cluster of 3 separate species, C5H17NO2 in total, with the ωB97M-V functional and the def2-TZVPD basis.

The geometry in XYZ format:
```
25
Properties=species:S:1:pos:R:3:lowdin_spin:R:1
C -1.48 -0.17 -0.38 0.054
C -1.27 1.10 0.40 0.017
C -0.02 1.91 0.13 0.019
C 0.97 1.80 1.31 0.056
C -0.39 3.38 -0.12 0.007
N -0.59 -1.32 -0.11 0.079
H -2.49 -0.58 -0.43 0.008
H -1.27 -0.01 -1.44 0.010
H -1.36 0.93 1.48 0.009
H -2.14 1.70 0.31 0.002
H 0.56 1.53 -0.71 0.016
H 0.91 2.69 1.95 0.004
H 0.87 0.84 1.81 0.036
H 2.01 1.72 0.97 0.020
H 0.46 4.05 -0.27 0.002
H -0.93 3.46 -1.03 0.001
H -1.00 3.70 0.73 0.001
H 0.31 -0.94 0.19 0.059
H -0.91 -1.78 0.75 0.073
H 0.13 -4.40 -3.64 0.024
H 0.73 -5.31 -2.65 0.038
O 0.31 -5.34 -3.52 0.101
H 1.75 -3.57 1.71 0.084
H 2.27 -2.35 0.97 0.077
O 2.55 -3.03 1.60 0.202
```

Calculated values
2S+1: 2
Molar mass (g/mol): 123.20
⟨S²⟩: 0.750
Charge: -1
HOMO level (alpha / beta) (eV): 0.79 / -5.99


arrangement b comes first in stability; the runner-up is 236.8 kJ/mol higher.